{
  "formula": "CH3N2PS",
  "method": "ωB97M-V/def2-TZVPD",
  "e_lumo_ev": -0.01,
  "homo_energy_ha": -0.3538,
  "multiplicity": 1,
  "de_lowest_kcal_mol": 23.01,
  "symbols": ["N", "C", "S", "P", "N", "H", "H", "H"],
  "xyz": [[-3.46748, -0.25055, 1.19585], [-2.90869, -0.43341, 0.21762], [-2.26914, -0.46848, -1.28759], [-0.32699, -1.35844, -0.33216], [0.24862, 0.08046, 0.33699], [0.42458, -1.10059, -1.40709], [-0.03909, 0.22113, 1.22913], [0.23672, 0.73824, -0.42075]]
}


{
  "formula": "C13H17FeNS",
  "method": "ωB97M-V/def2-TZVPD",
  "e_lumo_ev": [0.58, -0.07],
  "homo_energy_ha": [-0.2306, -0.2787],
  "multiplicity": 5,
  "symbols": ["C", "C", "C", "H", "C", "H", "H", "H", "C", "H", "H", "C", "H", "H", "C", "H", "H", "C", "H", "H", "Fe", "H", "S", "C", "C", "C", "C", "C", "N", "H", "H", "H", "H"],
  "xyz": [[0.75029, -1.83545, -1.67387], [0.07610, 1.25277, -1.09625], [-0.70731, -1.66630, -1.32002], [0.85828, -2.56548, -2.48712], [-1.30437, 1.12017, -0.89375], [0.63393, 1.97178, -0.48783], [-1.12670, -2.55690, -0.82766], [-1.78984, 1.77911, -0.16484], [-1.70175, -1.02358, -2.27240], [-2.57552, -1.69824, -2.29363], [-1.31936, -0.99407, -3.30463], [1.60761, -0.58533, -1.96618], [2.28602, -0.81670, -2.80340], [2.26439, -0.38738, -1.10486], [0.83381, 0.71264, -2.28144], [0.19667, 0.59271, -3.16963], [1.59373, 1.47306, -2.53769], [-2.22479, 0.38604, -1.83393], [-2.42555, 0.99412, -2.73450], [-3.20075, 0.26130, -1.34001], [-0.33592, -0.48061, 0.23325], [1.20081, -2.31259, -0.74815], [-1.92631, -0.41896, 1.78887], [-0.57052, 0.15596, 2.64470], [-0.55740, 0.63123, 3.96064], [0.66194, 0.97267, 4.54181], [1.83403, 0.87078, 3.78522], [1.76176, 0.48413, 2.44323], [0.57851, 0.13335, 1.87645], [-1.51596, 0.71288, 4.46765], [0.68966, 1.31679, 5.57365], [2.80748, 1.09121, 4.22121], [2.64703, 0.42887, 1.80512]]
}


{
  "formula": "C39H36As2CdF5N4OS2",
  "method": "ωB97M-V/def2-TZVPD",
  "e_lumo_ev": -2.31,
  "total_charge": 1,
  "homo_energy_ha": -0.3802,
  "multiplicity": 1,
  "de_lowest_kcal_mol": 2.70,
  "symbols": ["Cd", "C", "C", "As", "C", "C", "C", "C", "C", "C", "C", "C", "C", "C", "C", "C", "As", "C", "C", "C", "C", "C", "C", "C", "C", "C", "C", "C", "C", "H", "H", "H", "H", "H", "H", "H", "H", "H", "H", "H", "H", "H", "H", "H", "H", "H", "H", "H", "H", "H", "H", "H", "H", "O", "C", "C", "C", "C", "C", "C", "N", "H", "H", "H", "H", "H", "H", "H", "N", "N", "C", "N", "S", "H", "H", "H", "H", "H", "F", "C", "C", "F", "C", "F", "C", "S", "C", "F", "C", "F"],
  "xyz": [[1.22832, -0.11245, -1.74334], [-0.58634, 1.55531, 0.63181], [0.36766, 1.95351, 1.74552], [1.36404, 0.63784, 2.84810], [0.87759, 1.25252, 4.63095], [-0.35555, 1.82566, 4.93381], [-0.65079, 2.20589, 6.23622], [0.28244, 2.01503, 7.24648], [1.51155, 1.44252, 6.95308], [1.80936, 1.06766, 5.64904], [0.41509, -1.07518, 2.81375], [1.15927, -2.15363, 2.33696], [0.64466, -3.44717, 2.36573], [-0.62403, -3.66902, 2.87880], [-1.36361, -2.60297, 3.37982], [-0.84514, -1.31783, 3.35948], [-2.33851, 0.83116, 1.18566], [-3.37115, 2.48000, 1.04028], [-4.03820, 2.89817, 2.18843], [-4.84732, 4.02793, 2.16426], [-4.99804, 4.74348, 0.98652], [-4.33378, 4.33432, -0.16401], [-3.52477, 3.20794, -0.13753], [-2.79467, -0.01291, -0.51852], [-3.68364, -1.08306, -0.46994], [-4.04366, -1.76226, -1.62872], [-3.51616, -1.37588, -2.85274], [-2.63279, -0.30506, -2.91568], [-2.27320, 0.36931, -1.75485], [-0.11434, 0.81774, -0.02313], [-0.76441, 2.44195, 0.02168], [-0.11345, 2.65059, 2.43178], [1.19280, 2.50453, 1.29121], [-1.10271, 1.97081, 4.16237], [-1.61090, 2.65356, 6.46062], [0.05155, 2.31484, 8.26065], [2.24124, 1.29006, 7.73822], [2.77324, 0.62702, 5.42381], [2.16137, -1.98937, 1.95668], [1.24277, -4.27460, 2.00654], [-1.02979, -4.67251, 2.90922], [-2.34804, -2.77502, 3.79693], [-1.42286, -0.50715, 3.78493], [-3.93118, 2.33421, 3.10764], [-5.36454, 4.34232, 3.06187], [-5.63697, 5.61681, 0.96106], [-4.45300, 4.88934, -1.08597], [-3.02280, 2.89855, -1.04640], [-4.09544, -1.39165, 0.48367], [-4.73733, -2.59207, -1.57461], [-3.79986, -1.89795, -3.75773], [-2.24332, 0.01962, -3.87202], [-1.60479, 1.22248, -1.83410], [-0.06294, -1.64844, -0.63145], [0.00453, -2.91999, -1.28602], [1.40506, -3.49174, -1.32446], [1.61356, -4.73062, -1.91484], [2.89315, -5.24702, -1.94825], [3.92442, -4.51641, -1.37315], [3.61766, -3.29797, -0.80275], [2.38468, -2.77761, -0.77683], [0.25415, -1.76240, 0.27995], [-0.37139, -2.76329, -2.29611], [-0.66450, -3.61679, -0.78145], [0.78133, -5.27057, -2.35156], [3.08849, -6.20320, -2.41720], [4.94097, -4.88430, -1.36624], [4.40376, -2.70849, -0.33904], [3.19880, 0.08840, -0.20097], [3.74847, 1.35655, -0.07320], [3.24425, 2.42640, -0.71817], [3.91782, 3.56449, -0.53399], [1.87234, 2.42250, -1.70017], [2.95529, -0.27559, 0.71737], [3.84145, -0.53933, -0.67290], [4.59698, 1.45494, 0.46353], [4.73056, 3.62885, 0.05615], [3.57506, 4.40274, -0.97056], [0.31868, 1.16145, -8.61266], [0.76524, 0.63963, -7.47558], [1.64716, -0.42445, -7.49084], [2.05061, -0.92850, -8.65301], [2.10346, -0.96318, -6.30373], [2.94583, -1.99567, -6.37157], [1.71685, -0.47252, -5.06065], [2.35246, -1.23561, -3.60493], [0.83910, 0.60058, -5.09346], [0.40130, 1.17087, -3.94277], [0.35668, 1.15382, -6.26234], [-0.49722, 2.17752, -6.22038]]
}


{
  "formula": "C4H14NO",
  "method": "ωB97M-V/def2-TZVPD",
  "e_lumo_ev": -2.95,
  "total_charge": 1,
  "homo_energy_ha": -0.5627,
  "multiplicity": 1,
  "de_lowest_kcal_mol": 11.01,
  "symbols": ["C", "C", "N", "C", "C", "H", "H", "H", "H", "H", "H", "H", "H", "H", "H", "H", "H", "H", "H", "O"],
  "xyz": [[-2.40630, -0.25710, -0.32587], [-1.27395, 0.10766, 0.65412], [-0.16673, 0.67805, -0.16832], [1.06012, 1.16948, 0.57034], [2.06181, 1.76519, -0.41269], [-3.17806, -0.75563, 0.25942], [-2.08333, -0.94932, -1.09751], [-2.82155, 0.65454, -0.73981], [-1.73737, 0.78612, 1.36566], [-0.87980, -0.75416, 1.17630], [-0.53079, 1.46427, -0.71433], [0.07528, -0.04601, -0.84843], [1.39904, 0.30613, 1.13266], [0.69028, 1.89424, 1.28569], [2.77022, 0.99785, -0.72178], [1.55255, 2.05354, -1.33458], [2.58542, 2.62071, -0.01505], [1.24115, -3.18110, -0.79513], [0.14438, -3.54593, 0.27897], [0.60740, -2.82845, -0.16049]]
}